Version a
2 unconnected molecules or ions with the total composition C9H14O, computed with wB97M-V/def2-TZVPD.

ORCA input file:
```
! RIJCOSX wB97M-V def2-TZVPD def2/J DEFGRID3
* xyz -1 2
C 2.532 -1.212 1.536
C 1.574 -2.369 1.285
H 3.352 -1.649 2.126
H 2.927 -0.657 0.690
H 2.245 -0.432 2.253
H 0.569 -2.115 1.633
H 1.891 -3.303 1.742
H 1.370 -2.532 0.222
C -1.786 -1.389 -1.302
C -1.518 0.549 0.298
C -1.208 -0.069 -0.927
C -0.930 1.792 0.647
C -0.415 2.590 -0.351
C -0.545 0.698 -1.875
C -0.175 2.058 -1.648
O -0.257 3.951 -0.236
H -2.169 -0.033 0.947
H -1.147 2.256 1.607
H -1.763 -1.538 -2.379
H -2.820 -1.464 -0.931
H -0.261 0.173 -2.789
H -0.406 4.208 0.665
H 0.221 2.734 -2.384
H -1.284 -2.246 -0.832
*
```

The HOMO-LUMO gap (spin up / spin down) comes out at 2.931 / 7.039 eV. The LUMO energy (spin up / spin down) comes out at 3.8076 / 3.7166 eV. The HOMO energy (spin up / spin down) comes out at 0.9 / -3.3 eV. Its expectation value of S² is 0.7604.

---

Version b
2 unconnected molecules or ions with the total composition C9H14O, computed with wB97M-V/def2-TZVPD.

ORCA input file:
```
! RIJCOSX wB97M-V def2-TZVPD def2/J DEFGRID3
* xyz -1 2
C 2.405 -1.832 0.336
C 1.188 0.154 -0.720
C 1.212 -1.177 -0.359
C 0.010 0.811 -1.106
C 0.058 -1.996 -0.496
C -1.113 -0.046 -1.332
C -1.075 -1.391 -1.063
O -2.332 0.486 -1.600
H 2.159 0.662 -0.710
H -0.051 1.889 -1.088
H 1.998 -2.505 1.078
H 2.795 -1.093 1.039
H 0.066 -2.960 -0.018
H -1.943 -1.887 -1.504
H -2.360 1.233 -2.234
H 3.080 -2.327 -0.362
C 0.301 1.726 2.957
C -0.721 2.336 2.041
H 0.342 0.658 2.785
H 1.349 1.970 3.011
H 0.060 2.139 3.973
H -0.541 3.417 1.973
H -0.743 1.837 1.065
H -1.742 2.171 2.396
*
```

The HOMO-LUMO gap (spin up / spin down) comes out at 3.014 / 7.290 eV. The LUMO energy (spin up / spin down) comes out at 3.7860 / 3.7397 eV. The HOMO energy (spin up / spin down) comes out at 0.8 / -3.6 eV. Its expectation value of S² is 0.7593.

---

Version c
2 unconnected molecules or ions with the total composition C9H14O, computed with wB97M-V/def2-TZVPD.

ORCA input file:
```
! RIJCOSX wB97M-V def2-TZVPD def2/J DEFGRID3
* xyz -1 2
C -0.798 -1.200 -1.267
C -2.356 2.348 -1.210
C -1.357 3.004 -0.468
C -2.319 0.949 -1.450
C -1.142 0.217 -1.104
C -0.218 2.297 -0.220
C -0.070 0.987 -0.701
H -3.295 2.790 -1.391
H -1.401 4.032 -0.287
H -3.142 0.592 -1.879
H 0.582 2.831 0.398
H -1.259 -1.726 -0.393
H 0.265 -1.173 -1.573
H 0.890 0.649 -0.912
H -1.387 -1.692 -2.145
C 2.026 -1.826 2.236
C 1.960 -1.084 0.923
O 1.182 -2.927 2.536
H 3.051 -2.093 2.646
H 1.845 -1.059 3.044
H 1.490 -0.113 1.061
H 1.188 -3.397 1.633
H 1.328 -1.429 0.118
H 2.940 -0.977 0.403
*
```

The HOMO-LUMO gap (spin up / spin down) comes out at 2.403 / 7.199 eV. The LUMO energy (spin up / spin down) comes out at 3.3449 / 3.2217 eV. The HOMO energy (spin up / spin down) comes out at 0.9 / -4.0 eV. Its expectation value of S² is 0.7561.

---

Version d
2 unconnected molecules or ions with the total composition C9H14O, computed with wB97M-V/def2-TZVPD.

ORCA input file:
```
! RIJCOSX wB97M-V def2-TZVPD def2/J DEFGRID3
* xyz -1 2
C 1.561 -2.952 -0.847
C 0.681 1.230 -0.261
C 0.588 0.707 -1.531
C 1.241 0.506 0.788
C 0.863 -0.691 -1.754
C 1.520 -0.903 0.573
C 1.293 -1.478 -0.671
O 0.446 2.592 -0.052
H 0.368 1.297 -2.423
H -0.093 2.879 -0.795
H 1.153 0.889 1.795
H 0.919 -1.176 -2.726
H 1.590 -1.553 1.438
H 1.825 -3.403 0.106
H 2.362 -3.138 -1.575
H 0.688 -3.459 -1.298
C -3.304 0.789 0.950
C -3.271 0.048 2.294
H -2.816 1.764 1.025
H -2.615 0.244 0.310
H -4.277 0.930 0.488
H -4.147 -0.584 2.408
H -2.398 -0.601 2.384
H -3.302 0.680 3.192
*
```

The HOMO-LUMO gap (spin up / spin down) comes out at 3.106 / 7.076 eV. The LUMO energy (spin up / spin down) comes out at 3.7508 / 3.6983 eV. The HOMO energy (spin up / spin down) comes out at 0.6 / -3.4 eV. Its expectation value of S² is 0.7622.

---

Bottom line: version d, by a margin of 0.275 eV.

---

Version a
A molecular structure, C3H3NO4, computed with wB97M-V/def2-TZVPD.

ORCA input file:
```
! RIJCOSX wB97M-V def2-TZVPD def2/J DEFGRID3
* xyz 0 1
C -1.050 1.065 -0.262
C 0.689 -0.711 0.149
C 1.692 0.211 0.522
H -1.569 -1.695 -1.342
H -2.152 1.241 -0.536
H 1.597 0.177 1.962
N -0.660 -0.205 0.218
O -1.697 -1.025 0.170
O -0.418 2.078 -0.105
O 0.982 -1.797 -0.367
O 2.586 0.661 -0.409
*
```

The HOMO-LUMO gap comes out at 8.677 eV. The LUMO energy comes out at -1.9806 eV. The HOMO energy comes out at -10.7 eV.

---

Version b
A molecular structure, C3H3NO4, computed with wB97M-V/def2-TZVPD.

ORCA input file:
```
! RIJCOSX wB97M-V def2-TZVPD def2/J DEFGRID3
* xyz 0 1
C 0.624 1.134 1.364
C 0.165 -1.350 -1.113
C -1.198 0.507 -0.199
H 1.459 0.292 2.027
H 0.557 -2.312 -0.392
H 0.420 -1.404 -2.431
N 0.158 1.044 -0.378
O -0.064 2.133 1.723
O 1.091 0.051 -0.619
O -1.145 -0.971 -0.547
O -2.067 0.876 0.564
*
```

The HOMO-LUMO gap comes out at 8.975 eV. The LUMO energy comes out at -0.5292 eV. The HOMO energy comes out at -9.5 eV.

---

Version c
A single C3H3NO4 molecule, computed with wB97M-V/def2-TZVPD.

ORCA input file:
```
! RIJCOSX wB97M-V def2-TZVPD def2/J DEFGRID3
* xyz 0 1
O 0.128 -2.256 -0.904
C 0.356 -1.090 -0.562
O 1.526 -0.287 -0.667
N 1.320 0.987 -0.235
C -0.078 1.012 0.226
O -0.539 2.069 1.012
C -0.571 -0.155 0.235
O -1.781 -0.448 0.629
H 1.882 0.926 0.902
H -1.619 2.107 0.550
H -2.420 -1.165 0.247
*
```

Its SMILES is O=c1o[nH]c(O)c1O. The HOMO-LUMO gap comes out at 9.239 eV. The LUMO energy comes out at -0.0549 eV. The HOMO energy comes out at -9.3 eV.

---

Bottom line: version c, by a margin of 3.272 eV.

---

Version a
2 unconnected molecules or ions with the total composition C8H16N2, computed with wB97M-V/def2-TZVPD.

ORCA input file:
```
! RIJCOSX wB97M-V def2-TZVPD def2/J DEFGRID3
* xyz 0 1
C 4.013 -0.617 3.562
C 4.229 0.108 2.277
C 3.979 -0.229 0.962
N 4.352 0.781 0.104
C 4.829 1.734 0.887
N 4.773 1.370 2.202
H 3.567 -1.601 3.340
H 3.328 -0.061 4.224
H 4.966 -0.775 4.095
H 3.545 -1.158 0.593
H 5.223 2.696 0.561
H 5.083 1.937 2.996
C -0.845 0.162 1.494
C -0.537 1.146 0.366
C 0.099 2.438 0.873
C 0.407 3.421 -0.256
H -1.303 -0.760 1.099
H -1.543 0.621 2.215
H 0.083 -0.106 2.026
H 0.151 0.670 -0.360
H -1.472 1.395 -0.171
H -0.589 2.913 1.598
H 1.034 2.188 1.410
H -0.521 3.689 -0.788
H 1.106 2.963 -0.976
H 0.865 4.344 0.140
*
```

Its SMILES is Cc1cnc[nH]1.CCCC. The HOMO-LUMO gap comes out at 9.323 eV. The LUMO energy comes out at 0.7805 eV. The HOMO energy comes out at -8.5 eV.

---

Version b
A single C8H16N2 molecule, computed with wB97M-V/def2-TZVPD.

ORCA input file:
```
! RIJCOSX wB97M-V def2-TZVPD def2/J DEFGRID3
* xyz 0 1
C -1.821 -1.061 -1.259
N -0.568 -0.602 -0.746
C -0.303 -0.711 0.715
C -1.597 -0.180 1.369
C -1.594 1.181 0.490
C -0.570 0.865 -0.658
C 0.999 1.112 -0.421
C 1.769 -0.282 -0.335
N 3.236 -0.095 -0.049
C 1.184 -1.245 0.761
H -1.847 -1.084 -2.350
H -2.077 -2.083 -1.000
H -2.637 -0.475 -0.875
H 0.238 0.183 1.036
H -2.554 -0.757 1.336
H -1.385 0.137 2.399
H -2.627 1.403 0.092
H -1.339 2.059 1.102
H -0.937 1.275 -1.680
H 1.416 1.678 -1.315
H 1.361 1.702 0.426
H 1.772 -0.752 -1.335
H 3.318 0.503 0.777
H 3.645 0.545 -0.767
H 1.299 -2.291 0.505
H 1.620 -1.027 1.781
*
```

Its SMILES is CN1[C@@H]2CC[C@H]1C[C@@H](N)C2. The HOMO-LUMO gap comes out at 9.628 eV. The LUMO energy comes out at 0.9669 eV. The HOMO energy comes out at -8.7 eV.

---

Bottom line: version a, by a margin of 4.383 eV.

---

Version a
2 unconnected molecules or ions with the total composition C2H3NOS, computed with wB97M-V/def2-TZVPD.

ORCA input file:
```
! RIJCOSX wB97M-V def2-TZVPD def2/J DEFGRID3
* xyz 0 1
C -0.981 -1.022 0.185
C -0.786 0.319 0.511
N -1.172 -2.115 -0.135
O -1.121 1.314 -0.287
S 1.912 -0.241 -0.053
H -0.535 0.601 1.524
H -1.332 1.004 -1.181
H 1.806 -1.565 -0.095
*
```

The HOMO-LUMO gap (spin up / spin down) comes out at 6.793 / 6.792 eV. The LUMO energy (spin up / spin down) comes out at -2.0921 / -2.0920 eV. The HOMO energy (spin up / spin down) comes out at -8.9 / -8.9 eV.

---

Version b
A single C2H3NOS molecule, computed with wB97M-V/def2-TZVPD.

ORCA input file:
```
! RIJCOSX wB97M-V def2-TZVPD def2/J DEFGRID3
* xyz 0 1
O 1.174 -0.983 0.896
N -0.093 -0.826 0.823
C -0.733 0.102 0.179
C -0.005 0.989 -0.777
S -0.708 1.473 -2.154
H 1.256 -1.818 1.273
H -1.872 -0.063 0.245
H 0.980 1.126 -0.487
*
```

Its SMILES is O/N=C\C=S. The HOMO-LUMO gap comes out at 8.084 eV. The LUMO energy comes out at -0.8110 eV. The HOMO energy comes out at -8.9 eV.

---

Bottom line: version a, by a margin of 0.106 eV.